DFT (ωB97M-V/def2-TZVPD) results for C26H15AlCl80FO as an isolated structure at a distorted geometry.

Geometry as XYZ:
```
124
Properties=species:S:1:pos:R:3:mulliken_charge:R:1
C 3.00940 -2.15737 -0.79091 -0.66
C 1.86181 -3.25617 -0.92568 -0.22
O 0.62462 -2.54379 -1.01661 0.03
C -0.34653 -3.24678 -1.82313 -0.32
Al -1.80475 -1.86623 -2.38774 -0.18
C -3.54413 -2.10093 -1.33324 -0.76
C -1.02143 0.04161 -2.07292 0.58
C -1.73054 0.81062 -0.88983 -0.19
F -1.13491 0.75542 -3.36345 -0.35
H 2.57016 -1.12636 -0.72531 0.06
H 3.67225 -2.15175 -1.70228 0.26
H 3.61713 -2.29149 0.14253 0.18
H 2.08300 -3.91127 -1.80449 0.32
H 1.86268 -3.85981 0.02112 0.17
H -0.84994 -4.09478 -1.26750 -0.45
H 0.08778 -3.61615 -2.80235 0.47
H -2.14419 -2.03005 -3.96016 -0.44
H -3.38177 -2.15690 -0.22088 -0.07
H -4.17692 -2.94424 -1.72346 0.00
H -4.15061 -1.15571 -1.51176 0.47
H 0.07682 0.01861 -1.83216 -0.10
H -2.44131 0.18599 -0.29119 -0.29
H -2.29105 1.72300 -1.22998 0.05
H -0.93316 1.15163 -0.16601 0.33
C -0.02887 4.20705 -5.32813 -0.04
Cl -1.00492 5.46938 -4.54263 -0.04
Cl -0.29265 2.65195 -4.51613 0.25
Cl -0.51658 4.07006 -7.03262 -0.13
Cl 1.68492 4.65607 -5.24197 0.01
C 3.86445 -0.92748 4.06191 0.03
Cl 2.55373 -0.88609 2.87364 0.17
Cl 4.45041 -2.59441 4.24506 -0.12
Cl 5.19595 0.10600 3.51014 -0.12
Cl 3.26060 -0.34066 5.62603 0.08
C -1.87998 -0.63054 4.42091 -0.09
Cl -2.49164 -1.64246 3.10196 0.11
Cl -0.12665 -0.85065 4.57449 0.29
Cl -2.21856 1.06960 4.06159 -0.09
Cl -2.68099 -1.09538 5.94212 -0.12
C 5.61453 2.94403 -5.22528 0.25
Cl 4.12706 1.98938 -5.09316 -0.04
Cl 6.69374 2.54024 -3.87657 -0.05
Cl 6.42407 2.57619 -6.76276 -0.10
Cl 5.22426 4.67432 -5.16994 -0.10
C 1.12429 1.04318 9.02915 0.18
Cl -0.19039 0.38818 8.03731 0.03
Cl 0.60482 1.12055 10.72445 -0.11
Cl 2.53876 -0.02140 8.89790 -0.11
Cl 1.52863 2.68005 8.47159 0.00
C 2.38589 3.12536 -1.50568 0.07
Cl 3.37776 4.53145 -1.94547 -0.09
Cl 2.77263 2.63270 0.15575 -0.06
Cl 0.66697 3.55179 -1.59694 0.02
Cl 2.73747 1.78926 -2.61653 0.03
C -4.25852 3.49006 0.87468 0.16
Cl -5.56270 3.52852 -0.32726 -0.10
Cl -3.70008 1.82629 1.09852 0.15
Cl -2.91184 4.48965 0.30111 -0.07
Cl -4.85535 4.13249 2.41894 -0.12
C 0.17483 -4.74272 4.72474 -0.05
Cl -1.01801 -3.72570 5.55683 -0.03
Cl 0.25051 -6.33392 5.50909 -0.08
Cl -0.29999 -4.94164 3.02767 0.15
Cl 1.76928 -3.96814 4.80354 -0.03
C -4.32068 0.91830 -3.80109 -0.11
Cl -5.82386 0.36686 -4.57261 -0.15
Cl -4.71507 1.91944 -2.38723 0.05
Cl -3.36727 -0.48283 -3.28552 0.44
Cl -3.37939 1.87902 -4.95812 -0.09
C -3.79054 -7.09161 5.01277 0.18
Cl -3.98325 -5.37929 4.60599 -0.01
Cl -5.37392 -7.89127 4.96755 -0.11
Cl -2.70696 -7.84016 3.82631 -0.01
Cl -3.09403 -7.25153 6.63620 -0.09
C 10.25891 3.80618 -5.05686 0.27
Cl 10.10118 4.27715 -3.35466 -0.01
Cl 11.85325 4.30044 -5.66074 -0.12
Cl 10.09287 2.04653 -5.20163 -0.08
Cl 8.99317 4.60057 -6.01060 -0.05
C -0.20667 -7.42957 -0.51928 0.11
Cl -0.84050 -8.33974 -1.90080 -0.09
Cl 1.53819 -7.70943 -0.36731 -0.13
Cl -0.50993 -5.70089 -0.76201 0.16
Cl -1.02282 -7.97247 0.96025 -0.07
C -2.15400 9.65578 -3.61128 0.32
Cl -2.33358 7.90984 -3.34684 0.03
Cl -0.57073 10.20210 -3.02823 -0.10
Cl -2.29930 10.00280 -5.34422 -0.11
Cl -3.44488 10.49660 -2.72891 -0.12
C -4.20813 -10.77063 -2.52163 0.24
Cl -5.17533 -12.20789 -2.13471 -0.13
Cl -3.32760 -10.24438 -1.07846 0.01
Cl -3.04702 -11.16659 -3.80366 -0.11
Cl -5.28413 -9.47327 -3.07999 -0.04
C 12.64748 5.61815 -0.31826 0.34
Cl 11.16185 4.65914 -0.18648 -0.09
Cl 13.73219 5.21493 1.02601 -0.10
Cl 13.45119 5.25425 -1.85661 -0.08
Cl 12.24419 7.34412 -0.25556 -0.10
C 5.17401 3.75181 6.53793 0.22
Cl 3.92562 4.67302 7.39545 0.00
Cl 5.35534 2.15677 7.29042 -0.07
Cl 4.69860 3.56011 4.84249 -0.05
Cl 6.71596 4.62546 6.62612 -0.11
C -4.67042 -5.61058 -0.63969 -0.12
Cl -3.99054 -4.03128 -1.07107 0.31
Cl -4.12536 -6.06429 0.98598 0.00
Cl -6.44325 -5.51778 -0.66236 -0.18
Cl -4.13090 -6.83215 -1.81043 -0.02
C 1.54847 8.27236 8.34971 0.30
Cl 1.76870 6.52108 8.52289 -0.02
Cl 2.97630 9.11224 8.98356 -0.10
Cl 1.33787 8.67393 6.63615 -0.10
Cl 0.11187 8.77959 9.25789 -0.10
C -8.51185 -8.93923 -5.92864 0.34
Cl -7.58599 -10.26974 -5.21141 -0.07
Cl -8.13434 -7.43226 -5.07340 -0.07
Cl -8.07914 -8.77219 -7.64068 -0.10
Cl -10.24725 -9.28108 -5.78785 -0.10
C -6.66913 7.27031 -1.81907 0.25
Cl -5.44464 8.54242 -1.68604 -0.06
Cl -5.84725 5.81270 -2.39423 0.01
Cl -7.39602 6.96669 -0.22851 -0.10
Cl -7.93377 7.75182 -2.96757 -0.12
```

Values from the calculation:
Spin multiplicity: 1
Frontier orbital gap (eV): 6.43
HOMO (eV): -5.4
Charge: -1
E_LUMO (Ha): 0.036
Total energy (Eh): -38232.04964

DFT (ωB97M-V/def2-TZVPD) results for a 2-piece molecular cluster, C4H11NOS overall at a distorted geometry.

Geometry as XYZ:
```
18
Properties=species:S:1:pos:R:3:mulliken_charge:R:1
C 1.02900 1.44811 2.41541 -0.82
C 1.47823 2.12879 0.05726 -0.94
C -2.19852 -2.20154 -1.58695 -0.88
C 0.62908 1.60999 1.16826 0.02
N -0.15988 -1.79694 -0.02071 -0.58
O -0.33635 -0.44732 -2.21233 -0.59
S -1.13849 -0.79619 -1.04317 0.52
H 0.37456 1.06801 3.18281 0.28
H 2.03310 1.69052 2.72316 0.25
H 0.23430 -1.26822 0.74557 0.29
H 1.42944 1.45654 -0.79632 0.21
H 2.51239 2.24434 0.37118 0.33
H 1.10057 3.09712 -0.27079 0.26
H -2.86186 -1.84992 -2.36767 0.31
H -1.56635 -2.99783 -1.96251 0.29
H -2.76587 -2.53891 -0.72767 0.34
H -0.38566 1.36358 0.88216 0.44
H 0.59231 -2.21014 -0.55769 0.27
```

Values from the calculation:
Spin multiplicity: 1
Frontier orbital gap (eV): 10.20
HOMO (eV): -9.3
Charge: 0
E_LUMO (Ha): 0.034
Total energy (Eh): -687.13240

DFT (ωB97M-V/def2-TZVPD) results for C45H55BiCl3F5NO4P2Si as an isolated structure at a distorted geometry.

Geometry as XYZ:
```
117
Properties=species:S:1:pos:R:3:mulliken_charge:R:1
Bi -1.75863 -0.01382 0.63639 1.75
C 2.13114 -3.25284 -0.04540 -1.19
Si 1.78063 -1.50979 -0.64257 0.13
C 2.40157 -0.31350 0.72992 1.33
C 3.81663 0.24881 0.45206 -0.29
C 4.31740 1.32229 2.68674 -1.57
C 3.64633 1.34571 3.87306 -1.14
C 2.18264 1.38296 3.89809 -0.42
C 1.46529 0.98462 2.82599 0.23
P -0.22622 0.34228 2.99182 -0.24
C -1.22530 1.58997 3.93426 0.57
C -2.70705 1.14552 4.00973 -0.63
C -3.68931 2.18706 3.50525 -0.71
C -3.44824 3.52112 4.21867 -0.82
C -1.98014 3.96095 4.31360 -0.81
C -1.02585 3.05736 3.54143 -0.73
C -0.23697 -1.08664 4.27416 0.78
C 0.31529 -2.33527 3.56815 0.50
C 0.42937 -3.52897 4.55135 -1.11
C 1.35921 -3.22584 5.73284 -0.84
C 1.62516 -1.71568 5.94802 -0.79
C 0.40284 -0.82262 5.64470 -0.68
C 1.93758 -1.85793 -2.48310 -0.11
C 3.10083 -2.55142 -2.90710 -0.52
C 3.09315 -3.34372 -4.05874 -0.90
C 1.92152 -3.49939 -4.82521 -0.82
C 0.82364 -2.72021 -4.50798 -0.60
C 0.79527 -1.94782 -3.30725 0.73
P -0.46072 -0.72491 -2.98449 -1.56
C -2.13430 -0.92255 -3.66622 0.67
C -2.90627 0.38672 -3.29873 -0.57
C -4.38217 0.20526 -3.67084 -0.72
C -4.60334 -0.16991 -5.15349 -0.74
C -3.32821 -0.49534 -5.93396 -0.86
C -2.36783 -1.36054 -5.11121 -0.84
C 0.26187 0.89418 -3.64977 0.96
C 1.74676 1.19274 -3.26293 0.61
C 2.25271 2.55890 -3.83559 -0.76
C 1.60805 2.96400 -5.18895 -0.85
C 1.11486 1.74594 -5.97036 -1.10
C 0.01232 1.00658 -5.16913 -0.42
H 3.16027 -3.40891 0.31826 0.39
H 1.97762 -3.99125 -0.89929 0.27
H 1.43945 -3.49186 0.74466 0.26
H 3.82694 0.61697 -0.60603 0.60
H 5.40688 1.09216 2.66704 0.42
H 4.21462 1.12981 4.79997 0.38
H 1.66954 1.67508 4.83201 0.59
H -0.84294 1.53029 4.95684 0.68
H -2.91266 0.91600 5.05110 0.48
H -2.88209 0.19773 3.49098 0.14
H -4.68052 1.88871 3.77838 0.60
H -3.66905 2.34107 2.35681 -0.06
H -3.89845 3.39032 5.21969 0.26
H -4.07110 4.31627 3.75609 0.38
H -1.63181 4.02962 5.36072 0.37
H -1.93492 4.98438 3.85558 0.34
H -0.00854 3.36877 3.77594 0.45
H -1.15774 3.22894 2.46284 0.19
H -1.32071 -1.29562 4.38422 0.69
H 1.30934 -2.16531 3.17154 -0.34
H -0.32072 -2.59317 2.68448 0.00
H 0.70611 -4.42481 3.98927 0.47
H -0.59702 -3.78758 4.91029 0.35
H 2.32740 -3.73980 5.55862 0.30
H 0.98978 -3.63936 6.69965 0.36
H 2.49171 -1.41258 5.33512 0.06
H 2.00728 -1.53007 6.99338 0.49
H 0.70250 0.24283 5.71673 0.33
H -0.37404 -1.01664 6.42231 0.41
H 3.99509 -2.51364 -2.28789 0.51
H 3.99762 -3.90799 -4.27898 0.42
H 1.92762 -4.11737 -5.70805 0.48
H -0.08228 -2.84359 -5.10934 0.22
H -2.59905 -1.65387 -2.99267 0.64
H -2.52650 1.31368 -3.79535 0.22
H -2.83130 0.50368 -2.21251 -0.21
H -4.93964 1.11080 -3.37317 0.51
H -4.83708 -0.60889 -3.06241 0.19
H -5.13337 0.67291 -5.66449 0.28
H -5.24599 -1.06790 -5.18022 0.33
H -2.80818 0.41195 -6.33082 0.21
H -3.57361 -1.11462 -6.81135 0.52
H -1.41085 -1.48512 -5.66995 0.13
H -2.78721 -2.39587 -5.09018 0.51
H -0.33270 1.67776 -3.10437 0.93
H 2.39189 0.34036 -3.60240 0.33
H 1.86306 1.28371 -2.14243 -1.37
H 3.36822 2.60488 -3.91666 0.48
H 2.07875 3.34334 -3.09989 0.18
H 2.31717 3.58671 -5.82354 0.42
H 0.77565 3.66604 -4.99905 0.34
H 1.93603 1.06850 -6.15343 0.36
H 0.67639 2.04438 -6.93823 0.53
H -0.02055 -0.00953 -5.60239 -0.01
H -1.01024 1.43842 -5.34975 0.21
Cl -5.83901 -3.39269 0.58828 -0.12
C -4.19230 -3.44234 1.34833 0.67
Cl -3.29156 -4.86677 0.74952 -0.11
Cl -4.50789 -3.55327 3.09511 -0.11
C -3.39394 -2.20024 1.04189 0.19
O -3.80971 -1.28087 0.28748 -0.73
O -2.22178 -2.15282 1.59217 -0.44
F 5.30645 3.04148 0.61899 -0.42
C 3.98094 2.71353 0.72541 -0.82
C 3.10949 3.63839 0.23950 0.40
F 3.61281 4.83748 -0.17712 -0.36
C 1.74776 3.31581 0.22705 -0.26
F 0.89951 4.36700 -0.02159 -0.45
C 1.11499 2.06892 0.54602 0.32
O -0.12936 1.89739 0.41635 -1.15
C 2.03223 1.12708 1.40699 0.67
F 2.51192 -1.16556 1.86886 -0.62
C 3.62951 1.46719 1.40183 2.03
F 4.86839 -0.60001 0.70086 -0.51
O 0.07440 -1.59489 -0.47796 -0.33
N -0.68056 -0.66986 -1.32886 1.04
```

Values from the calculation:
Spin multiplicity: 1
Frontier orbital gap (eV): 5.10
HOMO (eV): -9.0
Charge: +1
E_LUMO (Ha): -0.143
Total energy (Eh): -5169.79570

DFT (ωB97M-V/def2-TZVPD) results for a 6-piece molecular cluster, CH14O5S overall.

Geometry as XYZ:
```
21
Properties=species:S:1:pos:R:3:mulliken_charge:R:1
C 0.11566 1.09253 3.50116 -0.65
S -0.47751 2.44511 2.39741 -0.18
H 0.88065 0.56990 2.92864 0.18
H 0.53023 1.47875 4.42983 0.31
H -0.70363 0.40529 3.67906 0.27
H -0.52645 1.60603 1.35371 0.06
H -0.39837 -1.18413 0.45958 0.29
H -1.42779 -2.18807 1.09478 0.30
O -0.50103 -1.92763 1.06985 -0.64
H 1.75223 0.78975 -0.31841 0.31
H 2.39068 -0.38330 0.39914 0.27
O 1.54061 -0.06711 0.07687 -0.58
H -1.70693 0.75117 -2.25578 0.30
H -1.12783 -0.48101 -2.87921 0.35
O -1.13800 0.00472 -2.04369 -0.58
H 0.09807 -1.78032 -3.62964 0.37
H 0.06803 -1.95116 -5.15150 0.31
O -0.45513 -1.61275 -4.41392 -0.70
H 1.35307 -2.54266 -1.69872 0.33
H 1.01596 -1.06646 -1.46406 0.38
O 1.33407 -1.68636 -2.13591 -0.71
```

Values from the calculation:
Spin multiplicity: 1
Frontier orbital gap (eV): 9.28
HOMO (eV): -8.9
Charge: 0
SMILES string: CS.O.O.O.O.O
E_LUMO (Ha): 0.013
Total energy (Eh): -820.87304

DFT (ωB97M-V/def2-TZVPD) results for one molecule with the formula C5H10N2O.

Geometry as XYZ:
```
18
Properties=species:S:1:pos:R:3:mulliken_charge:R:1
C 0.37379 2.20284 0.80260 -1.26
C 0.96073 -0.17156 0.24913 0.78
C -1.17003 -0.71266 -0.95014 0.57
N 1.88503 -1.19145 -0.01988 -0.61
N -2.28207 -1.48516 -0.95259 -0.37
C 1.31748 1.09898 0.42820 -0.35
C -0.45157 -0.67676 0.39210 -1.09
O -0.79722 -0.13127 -1.93874 -0.59
H 1.56243 -1.82680 -0.74062 0.22
H 2.80518 -0.83520 -0.24614 0.23
H -2.65052 -1.90494 -0.11914 0.20
H -2.84781 -1.50588 -1.78616 0.25
H 2.35654 1.37025 0.30916 0.30
H -1.01852 -0.01936 1.05443 0.40
H -0.44124 -1.67881 0.82083 0.42
H 0.00226 2.07906 1.82706 0.28
H 0.87902 3.16644 0.74232 0.34
H -0.48340 2.22233 0.12758 0.28
```

Values from the calculation:
Spin multiplicity: 1
Frontier orbital gap (eV): 8.76
HOMO (eV): -7.9
Charge: 0
SMILES string: C/C=C(/N)CC(N)=O
E_LUMO (Ha): 0.031
Total energy (Eh): -381.27824

DFT (ωB97M-V/def2-TZVPD) results for C4H5FN2 as an isolated structure at a distorted geometry.

Geometry as XYZ:
```
12
Properties=species:S:1:pos:R:3:mulliken_charge:R:1
C -1.43129 1.43701 -0.15552 -0.58
C -0.23457 0.58078 -0.22642 0.55
C -1.20868 -0.48618 0.35576 0.38
C 1.89916 -0.38188 -0.24442 -0.83
N -2.26705 0.57446 0.30335 -0.57
N 0.96774 0.64647 -0.54014 -0.34
F -1.60233 -1.62536 -0.29290 -0.19
H -1.72452 2.38269 -0.50413 0.42
H -0.94800 -1.28866 2.14248 0.23
H 2.73404 0.01121 0.25639 0.29
H 2.18725 -0.57268 -1.33942 0.28
H 1.62825 -1.27786 0.24500 0.37
```

Values from the calculation:
Spin multiplicity: 3
Frontier orbital gap (spin up / spin down) (eV): 5.20 / 5.97
HOMO (spin up / spin down) (eV): -6.2 / -9.7
Charge: 0
E_LUMO (spin up / spin down) (Ha): -0.036 / -0.135
Total energy (Eh): -364.44181

DFT (ωB97M-V/def2-TZVPD) results for a 2-piece molecular cluster, C2H9N2 overall at a distorted geometry.

Geometry as XYZ:
```
13
Properties=species:S:1:pos:R:3:mulliken_charge:R:1
C 0.50585 0.99691 -0.87875 -0.57
N 1.08890 2.29925 -1.29459 -0.64
H -0.37394 0.77865 -1.50561 0.23
H 0.24609 1.16061 0.20832 0.28
H 1.31281 0.29032 -1.01966 0.23
H 0.97866 2.38787 -2.28964 0.23
H 0.44550 3.04279 -0.94948 0.23
C -0.32259 -1.33176 1.39252 -0.55
N -1.19516 -2.19861 1.12738 -0.34
H -0.21297 -1.06501 2.41517 0.31
H 0.50467 -1.09857 0.66852 0.18
H -1.18623 -2.64676 0.22073 0.20
H -1.79159 -2.61569 1.90509 0.21
```

Values from the calculation:
Spin multiplicity: 2
Frontier orbital gap (spin up / spin down) (eV): 6.49 / 10.38
HOMO (spin up / spin down) (eV): -5.4 / -9.3
Charge: 0
E_LUMO (spin up / spin down) (Ha): 0.040 / 0.039
Total energy (Eh): -190.99633

DFT (ωB97M-V/def2-TZVPD) results for one molecule with the formula C5H9F4ISi at a distorted geometry.

Geometry as XYZ:
```
20
Properties=species:S:1:pos:R:3:mulliken_charge:R:1
C 2.26990 -0.92585 -0.03245 -1.10
C 1.84594 0.50760 -0.39822 -0.30
I 0.89404 0.58163 -2.32811 0.05
C 1.05118 1.21049 0.71135 -1.02
Si -0.83207 1.15182 0.65056 0.25
C -1.57297 -0.62256 0.43792 0.78
F -0.67005 -1.60517 0.57417 -0.28
F -2.46559 -0.78561 1.45143 -0.29
C -2.36797 -0.81675 -0.90290 0.20
F -3.67340 -0.75304 -0.66868 -0.28
F -2.09294 -1.99607 -1.43200 -0.26
H 1.92166 -1.13061 0.96627 0.33
H 3.33399 -1.02136 -0.10961 0.29
H 1.77845 -1.63031 -0.67957 0.33
H 2.74866 1.06634 -0.53537 0.61
H 1.43102 0.86988 1.65874 0.46
H 1.30323 2.26203 0.66519 0.36
H -1.31812 1.65352 1.95380 -0.20
H -1.43732 2.00754 -0.38271 -0.08
H -2.14765 -0.02352 -1.59982 0.16
```

Values from the calculation:
Spin multiplicity: 1
Frontier orbital gap (eV): 10.07
HOMO (eV): -9.8
Charge: 0
SMILES string: C[C@@H](I)C[SiH2]C(F)(F)C(F)F
E_LUMO (Ha): 0.009
Total energy (Eh): -1182.54114

> The highest total energy belongs to which entry?

C2H9N2

> Which of these has the highest spin multiplicity?

C4H5FN2

> Which of these has the highest charge?

C45H55BiCl3F5NO4P2Si